Entry 1:
Density functional theory data (the ωB97M-V functional and the def2-TZVPD basis) for a molecular structure, C35H48GeN6S2SeSn.

Output
LUMO energy ... -5.84 eV
Net charge ... +2
E_tot ... -195367.286 eV

Geometry (Å):
Sn: 0.201 -0.908 -0.838
C: -2.856 -1.964 -2.908
C: -3.624 -1.528 -1.689
C: -4.910 -1.017 -1.807
C: -5.651 -0.694 -0.683
C: -5.093 -0.845 0.576
C: -3.811 -1.355 0.742
C: -3.223 -1.499 2.118
C: -3.096 -1.719 -0.405
N: -1.792 -2.281 -0.318
C: -1.607 -3.481 0.064
C: -2.696 -4.429 0.445
C: -0.193 -3.973 0.069
C: 0.072 -5.400 0.407
N: 0.724 -3.146 -0.249
C: 2.104 -3.506 -0.305
C: 2.677 -3.703 -1.566
C: 1.829 -3.658 -2.806
C: 4.038 -3.967 -1.637
C: 4.810 -4.024 -0.488
C: 4.222 -3.830 0.751
C: 2.861 -3.572 0.867
C: 2.238 -3.343 2.218
H: -3.343 -1.616 -3.815
H: -2.795 -3.054 -2.956
H: -1.831 -1.582 -2.899
H: -5.337 -0.894 -2.794
H: -6.661 -0.322 -0.786
H: -5.667 -0.576 1.454
H: -3.853 -0.999 2.850
H: -2.226 -1.065 2.165
H: -3.140 -2.546 2.417
H: -3.669 -3.962 0.328
H: -2.580 -4.755 1.480
H: -2.659 -5.323 -0.180
H: -0.282 -5.625 1.415
H: 1.133 -5.625 0.341
H: -0.469 -6.060 -0.274
H: 1.379 -2.668 -2.938
H: 1.014 -4.383 -2.754
H: 2.422 -3.877 -3.691
H: 4.488 -4.142 -2.606
H: 5.870 -4.237 -0.558
H: 4.821 -3.890 1.652
H: 2.916 -3.657 3.009
H: 1.307 -3.897 2.336
H: 1.998 -2.286 2.365
C: 6.825 -0.495 -1.069
N: 5.413 -0.299 -1.352
C: 4.438 -0.313 -0.456
N: 4.718 -0.582 0.817
S: 2.861 0.126 -0.951
H: 7.366 -0.525 -2.009
H: 6.991 -1.441 -0.549
H: 7.229 0.321 -0.465
H: 5.139 -0.061 -2.290
H: 5.646 -0.851 1.100
H: 3.966 -0.683 1.474
C: 1.145 7.602 -0.275
Ge: -0.120 6.144 0.071
C: -1.743 6.180 -1.032
C: -0.601 5.983 1.974
C: 0.986 4.550 -0.612
Se: 0.832 2.741 0.051
C: 1.384 3.050 1.865
H: 0.681 8.561 -0.049
H: 1.449 7.610 -1.322
H: 2.035 7.500 0.344
H: -2.471 6.856 -0.584
H: -2.202 5.194 -1.101
H: -1.526 6.535 -2.038
H: -1.203 6.857 2.225
H: 0.264 5.987 2.637
H: -1.212 5.103 2.171
H: 2.049 4.774 -0.496
H: 0.802 4.475 -1.686
H: 0.923 3.962 2.232
H: 2.468 3.151 1.829
H: 1.123 2.189 2.474
S: 0.209 -0.205 3.928
C: 0.151 -0.261 2.357
N: 0.126 -0.242 1.170
N: -6.398 2.857 0.061
C: -5.261 2.701 0.091
C: -3.834 2.586 0.114
C: -3.127 2.531 -1.088
C: -1.744 2.557 -1.065
C: -1.082 2.635 0.155
C: -1.773 2.613 1.355
C: -3.157 2.598 1.332
H: -3.667 2.491 -2.024
H: -1.185 2.577 -1.994
H: -1.251 2.622 2.303
H: -3.722 2.621 2.254

Force components x, y, z for each atom (eV/Å):
-0.37 -0.46 0.01
0.00 -0.01 0.09
0.13 -0.14 0.04
-0.02 0.02 0.00
0.03 0.05 0.00
-0.05 0.00 -0.02
0.18 0.00 0.03
0.00 -0.06 -0.08
-0.57 0.36 -0.23
0.57 0.04 0.26
-0.47 0.16 -0.06
-0.06 -0.04 -0.04
0.44 -0.20 0.00
0.07 -0.08 -0.04
-0.20 0.64 0.05
0.65 -0.12 -0.15
-0.18 0.00 0.09
-0.02 0.05 0.11
0.00 0.01 -0.01
0.03 0.01 0.03
0.01 -0.08 -0.02
-0.18 0.07 0.07
0.02 0.05 -0.15
0.01 0.00 -0.02
0.02 0.00 -0.05
-0.02 0.00 -0.07
-0.01 -0.01 0.00
-0.01 0.06 0.00
0.01 0.01 0.00
0.02 -0.02 0.03
0.01 0.01 0.05
-0.02 0.00 0.04
0.00 -0.03 0.02
0.03 0.00 0.00
0.02 -0.01 0.01
-0.03 0.01 0.00
-0.04 -0.02 0.03
-0.04 0.02 -0.01
0.01 -0.02 -0.08
-0.01 0.00 -0.06
-0.01 0.01 -0.02
0.01 0.00 0.00
0.00 -0.03 0.00
0.00 -0.03 0.00
-0.01 0.03 0.03
0.01 -0.01 0.09
-0.02 -0.02 0.06
0.04 -0.03 0.15
0.12 -0.01 -0.01
-0.09 0.04 -0.01
0.29 -0.05 0.00
0.01 -0.05 -0.16
0.00 -0.02 0.00
0.00 -0.03 -0.05
-0.03 0.00 -0.01
-0.06 0.01 0.00
-0.04 -0.04 0.06
-0.04 0.05 -0.01
-0.28 -0.13 0.07
0.10 -0.31 -0.03
0.21 0.09 0.14
0.08 0.09 -0.26
-0.03 0.43 0.05
-0.29 0.24 -0.12
-0.01 -0.05 0.14
0.00 0.01 -0.01
-0.03 -0.01 -0.02
-0.01 -0.03 0.03
0.01 0.03 0.00
0.03 0.02 0.05
0.03 -0.01 -0.01
0.00 0.01 -0.01
0.02 0.02 -0.02
0.02 0.02 -0.03
0.00 -0.01 0.00
0.02 -0.07 0.00
-0.02 -0.03 0.00
-0.01 0.01 -0.05
-0.04 -0.05 -0.01
0.00 0.02 0.61
0.10 0.08 -0.75
-0.07 -0.22 0.07
0.03 -0.12 0.02
-0.25 0.01 -0.03
0.29 0.00 -0.04
-0.07 -0.05 0.09
0.15 0.07 0.00
-0.15 -0.10 0.07
0.17 -0.02 0.07
-0.12 0.03 -0.03
0.03 0.04 -0.02
-0.06 -0.09 -0.03
-0.04 0.00 0.01
0.03 0.00 0.02

=====

Entry 2:
Density functional theory data (the ωB97M-V functional and the def2-TZVPD basis) for a molecular structure, C20H18IrN6OS.

Output
LUMO energy (spin up / spin down) ... -4.60 / -5.07 eV
Net charge ... +1
E_tot ... -45687.353 eV

Geometry (Å):
Ir: 0.098 -0.034 -0.386
N: -0.786 -3.476 2.404
C: -0.593 -2.331 1.741
S: -0.496 -2.430 0.008
N: -0.498 -1.228 2.427
N: -0.348 -0.055 1.829
C: -0.175 0.967 2.638
C: -0.039 2.317 2.270
C: 0.196 3.259 3.295
C: 0.421 4.579 3.023
C: 0.476 5.012 1.687
C: 0.219 4.147 0.662
C: -0.114 2.782 0.898
O: -0.468 2.036 -0.069
H: -0.833 -4.344 1.902
H: -0.829 -3.480 3.409
H: -0.110 0.741 3.702
H: 0.187 2.910 4.315
H: 0.561 5.290 3.820
H: 0.730 6.038 1.471
H: 0.240 4.479 -0.366
C: 6.632 -0.030 0.034
C: 5.146 -0.018 0.018
C: 4.415 1.156 -0.143
C: 3.036 1.107 -0.148
N: 2.356 -0.030 -0.013
C: 3.044 -1.163 0.151
C: 4.422 -1.198 0.171
H: 7.036 0.973 -0.058
H: 7.011 -0.640 -0.785
H: 6.990 -0.473 0.962
H: 4.918 2.102 -0.261
H: 2.454 2.011 -0.260
H: 2.460 -2.064 0.274
H: 4.940 -2.134 0.304
N: -1.908 3.081 -5.736
C: -1.393 2.182 -5.253
C: -0.734 1.081 -4.647
C: -0.063 0.132 -5.423
C: 0.572 -0.910 -4.768
C: 0.511 -0.976 -3.386
N: -0.121 -0.064 -2.645
C: -0.727 0.947 -3.258
H: -0.049 0.214 -6.501
H: 1.109 -1.666 -5.317
H: 0.973 -1.791 -2.846
H: -1.226 1.672 -2.631

Force components x, y, z for each atom (eV/Å):
-0.83 -0.68 3.55
-0.03 -0.59 0.17
0.16 1.36 -0.27
0.59 1.59 -1.10
-0.10 -1.25 1.29
1.32 0.59 -2.78
-0.16 -0.44 -0.22
0.18 0.56 -1.12
0.00 0.06 -0.02
0.01 -0.01 -0.03
-0.01 -0.11 0.16
-0.23 -0.41 -0.20
0.63 0.78 1.89
0.44 -1.87 -2.24
-0.01 0.01 0.07
-0.02 0.08 -0.07
-0.31 -0.18 -0.15
0.02 -0.04 0.18
0.10 0.03 0.13
-0.04 0.12 -0.03
-0.06 0.03 -0.10
0.17 0.01 -0.01
-0.33 0.01 -0.02
-0.03 -0.27 0.12
-0.07 0.48 -0.06
-2.00 0.21 -0.85
-0.11 -0.64 0.09
-0.10 0.35 0.01
0.09 0.04 0.00
0.05 -0.01 -0.03
0.07 0.00 0.04
0.00 0.14 0.00
-0.08 0.03 -0.04
-0.05 -0.01 -0.05
-0.06 -0.17 0.04
-0.27 0.43 -0.25
-0.06 0.12 0.06
0.42 -0.77 0.33
-0.06 0.05 0.35
-0.15 0.07 0.10
0.18 -0.40 -0.18
0.91 0.26 1.40
-0.30 0.37 -0.19
0.01 0.03 -0.02
0.01 -0.08 -0.02
0.06 0.04 0.01
0.04 0.08 0.06

=====

Entry 3:
Density functional theory data (the ωB97M-V functional and the def2-TZVPD basis) for a single C2HN3O3 molecule.

Output
LUMO energy ... -2.01 eV
Energy above the lowest of the compared OMol25 structures with the same formula, charge and spin ... 8.790 eV
E_tot ... -12695.332 eV

Geometry (Å):
C: -0.382 -2.213 -0.565
C: 0.001 0.180 -0.819
N: -0.745 -3.306 -0.241
N: -0.336 -1.042 -0.423
N: -0.959 -2.347 1.974
O: -1.581 -2.956 1.106
O: 0.830 0.384 -1.674
O: 0.147 -1.914 1.934
H: -0.613 1.116 -0.399

Force components x, y, z for each atom (eV/Å):
-0.41 1.35 0.76
-0.27 3.76 -1.08
-0.83 -4.19 0.58
0.32 2.17 -0.83
0.28 1.91 3.85
0.25 -1.50 -2.72
-0.12 -0.11 0.40
-0.30 -1.12 -0.70
1.07 -2.27 -0.25